C44H126N18O14 | wB97M-V/def2-TZVPD

Summary:
* energy relative to the best compared isomer or geometry (same formula, charge and spin): 51.8 kJ/mol
* total charge: 0
* gap between HOMO and LUMO: 9.492 eV
* electronic energy: -3790.89427 hartree

```
202
Properties=species:S:1:pos:R:3:forces:R:3:lowdin_charge:R:1
C 4.273 0.807 -1.311 -0.830 -0.962 -1.419 -0.0181
C 5.238 0.042 -2.313 -1.377 0.337 1.714 -0.4659
C 5.489 0.820 -3.524 1.436 0.794 -0.619 -0.2441
O 4.315 1.221 -4.179 0.544 1.333 -0.087 -0.1725
C 3.334 0.297 -4.500 -0.268 -0.405 -0.579 -0.1197
N 6.494 -0.160 -1.599 -0.925 0.074 0.322 0.0643
H 4.508 1.869 -1.064 0.193 -0.862 -0.488 0.0935
H 4.252 0.212 -0.396 -0.086 0.175 0.063 0.0347
H 3.249 0.743 -1.796 0.968 0.335 0.871 0.0765
H 4.725 -0.877 -2.703 0.295 0.217 1.004 0.1259
H 6.192 0.157 -4.137 -0.785 1.041 -0.005 0.1456
H 6.026 1.756 -3.188 -0.440 -0.823 -0.835 0.1483
H 3.732 -0.500 -5.105 0.329 -0.542 -0.598 0.0913
H 2.571 0.812 -5.097 0.132 -0.050 0.260 0.0828
H 2.886 -0.203 -3.657 -0.383 0.012 0.603 0.0510
H 7.166 -0.600 -2.180 0.765 -0.521 -0.631 0.0595
H 6.260 -0.804 -0.859 0.359 -0.183 0.513 0.0368
C -0.461 0.390 -1.220 -0.733 -0.744 -1.020 -0.0382
C 0.023 -0.426 -0.055 0.900 0.092 1.387 -0.4126
C 0.439 0.522 1.100 -0.598 -1.282 -1.410 -0.1716
O 1.134 -0.313 1.978 0.196 -0.278 1.496 -0.2358
C 2.461 -0.614 1.593 0.451 -0.035 0.975 -0.0992
N -0.839 -1.500 0.478 -0.715 1.596 -2.853 0.0847
H -0.847 -0.333 -1.945 -0.181 0.152 -0.261 0.0609
H 0.413 0.832 -1.698 -0.034 0.315 0.044 0.0770
H -1.258 1.157 -1.078 0.597 -0.519 0.419 0.0827
H 0.944 -0.991 -0.309 -0.411 0.794 -0.490 0.1003
H -0.545 0.852 1.500 0.967 0.225 0.423 0.1204
H 1.107 1.322 0.770 -0.319 0.341 -0.023 0.1339
H 2.600 -1.083 0.619 -0.282 -0.244 0.061 0.0737
H 2.905 -1.207 2.403 -0.347 -0.362 -0.375 0.0827
H 3.083 0.262 1.612 0.206 0.893 -0.257 0.0753
H -0.414 -2.026 1.185 0.483 -0.593 1.394 0.0044
H -1.751 -1.155 0.721 -0.356 -0.053 0.401 0.0500
C 0.688 2.732 -7.273 0.155 0.339 0.029 -0.0598
C -0.130 1.725 -8.018 -1.650 -0.476 -0.931 -0.4275
C -1.130 1.051 -7.066 0.587 -0.494 1.182 -0.1706
O -0.339 0.321 -6.104 -0.262 -0.739 -0.064 -0.2137
C -0.596 0.509 -4.729 0.844 0.419 0.095 -0.1289
N -0.899 2.367 -9.101 0.667 -0.220 -0.151 0.0317
H 0.064 3.327 -6.610 -0.299 0.282 -0.149 0.0597
H 1.231 3.381 -7.958 0.067 0.031 0.020 0.0937
H 1.379 2.244 -6.608 0.469 -0.302 0.117 0.0644
H 0.501 0.994 -8.542 -0.044 -0.171 0.631 0.1440
H -1.836 0.381 -7.601 0.498 0.139 0.251 0.1238
H -1.744 1.760 -6.470 0.298 0.147 -0.710 0.1251
H -1.605 0.355 -4.405 -0.961 0.000 -0.207 0.0818
H -0.242 1.486 -4.382 -0.211 0.297 -0.153 0.0820
H -0.014 -0.193 -4.141 0.262 -0.362 -0.263 0.0539
H -1.236 3.228 -8.732 -0.777 0.634 -0.124 0.0503
H -1.642 1.787 -9.503 0.347 0.392 0.466 0.0758
C -3.433 -5.231 3.073 0.935 0.615 0.554 -0.0641
C -4.012 -4.064 2.328 1.842 0.796 0.499 -0.3886
C -4.495 -2.966 3.292 -1.290 0.505 1.222 -0.1586
O -5.610 -3.415 4.127 0.587 0.012 0.054 -0.2073
C -5.766 -2.698 5.366 1.740 -1.628 -0.489 -0.0939
N -2.967 -3.507 1.417 -1.502 -2.082 0.341 0.0588
H -2.408 -5.060 3.460 -0.534 0.279 0.060 0.0732
H -3.314 -5.991 2.342 -0.096 -1.256 -0.280 0.0615
H -4.109 -5.455 3.885 -0.052 -0.619 0.189 0.0791
H -4.756 -4.546 1.717 -0.978 0.684 -0.239 0.1346
H -4.848 -2.088 2.749 0.142 -0.097 -0.264 0.0786
H -3.734 -2.564 4.021 0.046 -0.756 -0.922 0.1281
H -4.770 -2.520 5.831 -0.399 -0.180 -0.156 0.0867
H -6.339 -3.334 6.043 -0.136 0.194 -0.171 0.0873
H -6.201 -1.753 5.216 -0.906 1.286 -0.207 0.0603
H -3.362 -2.704 1.009 -0.091 1.537 -0.454 0.0018
H -2.121 -3.339 1.908 0.804 0.499 0.499 0.0156
C 1.496 -0.798 5.516 -0.504 -1.537 0.507 -0.0648
C 0.979 0.588 5.488 -0.593 1.257 0.476 -0.4320
C 1.983 1.504 4.778 0.809 -0.915 0.062 -0.1667
O 3.201 1.389 5.546 -0.116 0.476 -0.543 -0.2001
C 4.148 2.377 5.182 -0.387 -0.651 -1.416 -0.1165
N -0.366 0.763 4.935 0.598 0.425 -1.284 0.0598
H 2.469 -0.812 6.020 0.021 -0.238 -0.654 0.0874
H 1.434 -1.224 4.514 0.794 0.055 -0.136 0.0498
H 0.841 -1.475 6.089 0.014 0.358 0.140 0.0841
H 0.950 0.959 6.526 -0.098 0.016 -0.240 0.1484
H 1.634 2.526 4.783 -0.161 0.430 -0.085 0.1030
H 2.197 1.163 3.729 -0.346 0.307 0.704 0.1238
H 4.259 2.485 4.068 0.089 -0.401 0.830 0.1067
H 5.077 2.189 5.662 0.909 -0.766 0.125 0.0728
H 3.901 3.331 5.542 -0.961 1.560 0.517 0.0626
H -0.495 0.340 4.011 0.068 0.074 0.611 0.0676
H -1.163 0.648 5.524 -0.058 -0.401 0.415 0.0684
C 5.835 -0.545 3.824 -1.508 -0.392 -0.106 -0.0670
C 6.773 -1.272 2.918 0.747 -0.463 -0.580 -0.4424
C 6.155 -2.340 2.034 -0.313 -1.775 0.020 -0.2132
O 5.254 -1.853 1.038 0.131 -0.821 0.018 -0.2244
C 4.822 -2.896 0.126 -0.445 0.756 0.295 -0.0838
N 7.442 -0.292 2.051 -1.028 1.091 1.429 0.0544
H 5.540 -1.124 4.712 0.121 0.121 -0.283 0.0910
H 4.907 -0.316 3.259 0.418 0.135 0.413 0.0724
H 6.309 0.366 4.125 0.126 0.590 0.336 0.0655
H 7.519 -1.829 3.555 -0.348 0.638 -0.707 0.1518
H 5.629 -3.120 2.650 0.311 0.489 -0.315 0.1324
H 6.990 -2.870 1.507 -0.441 0.265 0.340 0.1269
H 5.613 -3.524 -0.253 0.706 -0.409 0.478 0.0881
H 4.522 -2.363 -0.755 -0.625 0.315 -0.399 0.0454
H 3.972 -3.535 0.467 0.673 0.556 0.233 0.0932
H 7.975 -0.775 1.394 1.167 -0.773 -1.409 0.0366
H 6.736 0.235 1.522 0.340 -0.306 0.276 0.0794
C 1.344 4.794 -3.356 0.600 0.177 -0.795 -0.0503
C 1.249 5.420 -4.756 -0.918 -0.318 0.575 -0.4433
C -0.174 5.920 -4.957 -0.389 1.644 0.861 -0.2316
O -1.039 4.829 -4.832 -0.637 -0.735 -0.301 -0.2557
C -2.377 5.169 -5.128 -0.211 0.910 -0.952 -0.1209
N 2.219 6.461 -5.037 0.137 -1.185 -1.184 0.0528
H 0.633 3.961 -3.344 0.508 -0.030 0.523 0.0621
H 1.146 5.509 -2.578 -0.616 0.477 0.412 0.0654
H 2.395 4.549 -3.185 -0.170 -0.766 -0.048 0.0809
H 1.343 4.569 -5.420 0.384 0.154 -0.532 0.1103
H -0.350 6.424 -5.919 0.381 -0.154 0.002 0.1247
H -0.450 6.716 -4.149 0.481 -1.000 -0.991 0.1494
H -2.623 6.067 -4.541 -0.561 -0.525 0.508 0.0805
H -3.033 4.284 -4.998 0.428 0.764 0.211 0.0994
H -2.528 5.591 -6.169 0.496 -0.870 0.572 0.0999
H 3.093 5.998 -5.338 -0.543 0.773 0.551 0.0939
H 2.334 6.971 -4.194 0.673 0.631 0.631 0.0564
C -1.044 3.601 2.732 -0.844 0.653 0.060 -0.0545
C -1.416 4.687 3.862 -0.713 -2.698 -2.409 -0.3990
C -2.922 4.470 4.083 0.507 -0.519 0.482 -0.2262
O -3.609 4.848 2.921 -1.201 0.434 0.686 -0.2497
C -4.968 5.198 3.265 0.333 0.435 -2.300 -0.0780
N -0.599 4.281 4.956 0.030 -0.499 1.715 0.0246
H 0.001 3.672 2.524 0.872 0.189 -0.249 0.0591
H -1.598 3.661 1.767 0.265 0.203 0.832 0.0622
H -1.182 2.584 3.138 -0.207 0.458 0.032 0.0427
H -1.203 5.688 3.476 -0.074 0.024 0.303 0.1364
H -3.318 5.093 4.896 0.268 -0.158 0.276 0.1154
H -3.134 3.372 4.311 0.339 1.185 -0.069 0.1392
H -5.552 4.323 3.555 0.260 0.041 0.591 0.0738
H -5.342 5.457 2.250 -0.321 0.281 0.846 0.0939
H -5.034 6.079 3.949 0.105 -0.833 -0.364 0.1069
H -0.582 3.241 4.976 0.069 0.861 0.141 0.0464
H -1.008 4.580 5.855 0.428 -0.096 -0.530 0.0842
C 2.290 -4.402 3.265 -1.833 -1.166 -0.386 -0.0312
C 1.013 -4.182 2.390 1.698 0.338 -1.045 -0.4181
C 0.366 -5.494 1.951 -0.715 0.399 -0.307 -0.2075
O 1.260 -6.187 1.072 0.030 -0.271 0.850 -0.2113
C 1.058 -7.602 1.024 -0.063 0.073 1.136 -0.0888
N 0.058 -3.197 2.878 -0.710 0.268 0.915 0.0402
H 1.931 -4.763 4.241 0.527 -0.097 -0.122 0.0831
H 2.844 -3.512 3.394 0.450 1.229 0.216 0.0343
H 2.951 -5.110 2.756 -0.184 -0.172 0.283 0.0765
H 1.389 -3.760 1.419 -0.325 -0.197 0.895 0.1094
H -0.568 -5.255 1.392 0.343 -0.051 0.324 0.1154
H 0.060 -6.088 2.827 0.293 -0.196 -0.187 0.1202
H 2.015 -8.139 0.998 -0.040 0.435 -0.425 0.0859
H 0.447 -7.832 0.157 -0.137 -0.355 -0.022 0.0820
H 0.595 -7.974 1.975 -0.015 0.366 -0.843 0.0939
H -0.419 -3.356 3.794 0.929 -0.220 -0.981 0.1054
H 0.502 -2.275 2.926 -0.180 -0.369 0.061 0.0428
C -3.872 0.820 2.516 -0.134 -0.744 -1.198 -0.0349
C -4.977 0.262 1.593 0.043 -0.358 1.059 -0.4184
C -5.799 1.395 0.982 0.448 -0.395 -0.031 -0.2057
O -6.434 2.064 2.060 -0.562 0.093 -0.053 -0.2027
C -7.270 3.152 1.623 1.219 -0.162 1.293 -0.0787
N -4.362 -0.683 0.649 0.228 0.500 -0.946 0.0406
H -3.466 0.010 3.076 0.820 -1.037 0.068 0.0484
H -4.220 1.431 3.320 -0.483 1.126 -0.122 0.0615
H -3.105 1.264 1.856 -0.181 0.211 0.646 0.0795
H -5.634 -0.388 2.196 -0.196 0.662 -0.034 0.1254
H -6.503 0.867 0.342 -0.562 0.335 -0.361 0.1207
H -5.178 2.098 0.365 -0.364 -0.577 0.518 0.1139
H -7.170 3.936 2.410 -0.500 -0.575 -0.578 0.0674
H -8.327 2.866 1.500 0.487 0.065 -0.309 0.0942
H -6.732 3.511 0.760 -0.699 0.616 -0.787 0.0790
H -3.752 -0.118 0.064 0.198 -0.142 -0.255 0.0681
H -4.998 -1.151 -0.021 0.101 0.591 0.779 0.1050
C 2.217 -3.424 -1.628 -1.409 -0.437 -0.720 -0.6462
O 2.606 -2.435 -2.236 0.072 0.350 0.664 -0.0065
N 1.121 -3.473 -0.776 1.247 1.265 -0.584 0.1901
N 2.799 -4.685 -1.873 -1.829 0.290 0.841 0.1534
H 0.396 -2.753 -0.708 0.572 -0.102 -0.411 0.0701
H 0.745 -4.370 -0.672 -0.553 -1.403 0.379 0.0595
H 2.002 -5.366 -1.819 1.603 0.373 -0.497 0.1128
H 3.243 -4.604 -2.776 0.008 -0.511 -0.100 0.0979
C -0.281 -3.593 -4.427 1.649 -0.188 1.036 -0.5777
O -0.135 -4.523 -3.614 -0.854 0.901 -0.843 -0.0166
N 0.927 -2.911 -4.782 -2.636 0.855 -1.391 0.1476
N -1.509 -3.172 -4.925 3.394 0.228 0.550 0.1745
H 0.846 -1.941 -5.140 0.055 -1.084 0.343 0.0770
H 1.648 -3.042 -4.111 0.418 -0.019 0.516 0.0321
H -2.258 -3.723 -4.590 -1.351 -0.667 0.153 0.0206
H -1.498 -2.714 -5.804 -0.251 0.339 -0.550 0.0867
C -2.800 4.053 -0.896 0.391 -0.333 1.605 -0.6095
O -3.301 2.924 -0.787 0.414 1.561 -0.316 -0.0159
N -2.912 5.087 0.067 -0.578 -0.245 0.853 0.1220
N -1.937 4.419 -1.912 -0.770 -0.733 0.445 0.1557
H -3.315 5.040 1.075 0.873 -0.775 -2.468 0.1033
H -2.155 5.758 0.023 -0.252 -0.086 0.018 0.0798
H -1.713 5.398 -1.981 0.180 -0.295 -0.535 0.0884
H -1.752 3.747 -2.659 -0.124 0.785 0.396 0.0962
C -3.216 -4.374 -2.280 1.217 -0.659 -0.113 -0.6141
O -3.415 -4.399 -3.487 -0.917 -0.327 0.252 -0.0030
N -3.487 -5.463 -1.442 0.868 1.934 1.248 0.1605
N -2.598 -3.314 -1.674 -0.463 -0.400 0.761 0.1733
H -3.825 -6.330 -1.725 -0.743 -1.045 -1.530 0.0681
H -2.932 -5.595 -0.605 -0.092 0.727 -0.044 0.0764
H -2.157 -2.572 -2.198 -0.279 -0.433 -0.185 0.0875
H -2.468 -3.324 -0.666 0.081 -0.040 -0.255 0.0317
```
Positions in Å, forces in eV/Å.